6
Properties=species:S:1:pos:R:3:forces:R:3 method="wB97M-V/def2-TZVPD" smiles=FC(F)OI lumo_energy_ev=-1.29 orbital_gap_ev=8.8222 e_above_lowest_kcal_mol=29.94 homo_energy_ev=-10.108 e_tot_ha=-611.3252
C 0.286925 -0.336771 -0.248759 -0.988 0.957 -2.515
O -0.108242 0.947426 -0.045251 -0.485 1.392 1.280
F 1.523232 -0.149425 -0.855937 -1.199 -1.083 0.603
F 0.425480 -1.016073 0.888141 0.187 -0.433 -0.301
I -1.596655 1.274218 1.264079 0.431 -0.189 -0.479
H -0.530741 -0.719374 -1.002273 2.054 -0.645 1.412